Entry 1:
{
  "formula": "C8H21KN3O",
  "method": "the ωB97M-V functional and the def2-TZVPD basis",
  "symbols": ["K", "N", "C", "C", "C", "C", "N", "H", "H", "H", "H", "H", "H", "H", "H", "H", "H", "H", "H", "C", "N", "C", "C", "C", "O", "H", "H", "H", "H", "H", "H", "H", "H", "H"],
  "positions_angstrom": [[-0.14241, -0.61632, -1.09630], [-1.72822, -3.01251, -0.73651], [-3.02962, -2.69657, -0.11151], [-3.24974, -1.19050, -0.02305], [-3.30510, -0.50597, -1.38545], [-3.32604, 1.01539, -1.30468], [-2.09211, 1.52139, -0.67445], [-1.87309, -3.30520, -1.69640], [-1.32249, -3.81676, -0.27326], [-3.05051, -3.10634, 0.89838], [-3.85874, -3.15450, -0.65791], [-2.45420, -0.76086, 0.59748], [-4.18755, -0.99727, 0.50475], [-4.18916, -0.85045, -1.92792], [-2.44720, -0.80635, -1.99779], [-4.22622, 1.34247, -0.77438], [-3.38828, 1.41554, -2.31700], [-2.22244, 1.57401, 0.32980], [-1.93118, 2.47510, -0.97682], [4.45196, 1.71270, 1.76190], [3.18181, 1.26208, 1.19864], [1.93140, 1.70969, 1.80227], [3.08773, 0.43644, 0.14700], [4.34034, -0.06739, -0.51646], [1.97645, 0.08144, -0.27694], [4.24791, 2.36380, 2.60533], [5.03209, 2.27752, 1.03238], [5.04860, 0.87425, 2.12086], [2.14727, 2.38264, 2.62505], [1.36287, 0.85740, 2.17658], [1.32062, 2.22983, 1.06393], [5.25725, 0.32208, -0.09140], [4.29188, 0.18838, -1.57409], [4.34612, -1.15518, -0.45204]],
  "forces_ev_per_angstrom": [[-0.3, -0.1, -0.1], [0.0, -0.1, 0.0], [-0.1, 0.2, 0.1], [-0.1, 0.0, -0.1], [0.0, 0.0, 0.0], [-0.1, -0.2, -0.1], [0.0, 0.0, 0.0], [0.0, 0.0, 0.0], [0.0, 0.0, 0.0], [0.0, -0.1, 0.0], [0.0, 0.0, 0.0], [0.0, 0.0, 0.0], [0.0, 0.0, 0.0], [0.0, 0.0, 0.0], [-0.2, 0.0, -0.1], [0.0, 0.0, 0.0], [0.0, 0.1, 0.0], [0.0, 0.0, 0.0], [0.0, 0.0, 0.0], [0.1, 0.0, 0.0], [-0.1, 0.0, 0.0], [0.0, 0.0, -0.1], [0.1, 0.0, 0.1], [-0.1, 0.0, 0.0], [0.5, 0.1, 0.2], [0.0, 0.0, 0.0], [0.0, 0.0, 0.0], [0.0, 0.0, 0.0], [0.0, 0.0, 0.0], [0.0, 0.0, 0.0], [0.0, 0.0, 0.0], [0.0, 0.0, 0.0], [0.0, 0.0, 0.0], [0.0, 0.0, 0.0]],
  "charge": 1,
  "homo_ha": -0.4616,
  "homo_lumo_gap_ev": 10.02
}

Entry 2:
{
  "formula": "C8H21N2O3Si",
  "method": "the ωB97M-V functional and the def2-TZVPD basis",
  "symbols": ["C", "C", "C", "C", "C", "C", "C", "C", "N", "N", "O", "O", "O", "Si", "H", "H", "H", "H", "H", "H", "H", "H", "H", "H", "H", "H", "H", "H", "H", "H", "H", "H", "H", "H", "H"],
  "positions_angstrom": [[1.47356, 0.61451, -1.69419], [0.86538, -0.69830, -2.28984], [-0.63905, 0.26654, -0.71073], [-0.08492, 2.49038, -1.76035], [-1.63783, -0.90132, -2.65515], [2.77638, -0.41089, 2.10269], [-1.85230, -2.33600, 2.64897], [-0.09605, 1.72514, 3.25830], [0.21683, 1.21385, -1.24578], [-0.55892, -0.88777, -1.65605], [1.61308, -0.94956, 1.48930], [-0.71753, -2.05373, 1.93128], [-0.42686, 0.41840, 2.82264], [0.05496, -0.68416, 1.76881], [2.11545, 0.39403, -0.81504], [1.96559, 1.27771, -2.43499], [0.60672, -0.29679, -3.37562], [1.39487, -1.63545, -2.28171], [-1.66963, 0.67775, -0.58947], [-1.22748, 2.60005, -1.56966], [0.27236, 3.45747, -1.14691], [0.19055, 2.68892, -2.81834], [-1.51418, -1.81308, -3.43679], [-2.63181, -0.89394, -2.14119], [-1.54730, 0.00957, -3.39618], [3.66128, -0.91808, 1.82895], [2.86600, -0.41214, 3.25113], [2.79956, 0.71164, 1.80424], [-2.58427, -1.46390, 2.89322], [-1.45775, -2.80263, 3.62877], [-2.52897, -3.17942, 2.16056], [0.63605, 1.75886, 4.14128], [-0.95074, 2.15482, 3.61304], [0.39794, 2.38275, 2.49762], [-0.38874, -1.82210, -1.17848]],
  "forces_ev_per_angstrom": [[-0.5, -1.3, 1.2], [-1.4, 2.4, -3.2], [-1.4, 2.4, -3.3], [-3.0, 4.0, 1.9], [-0.6, -0.5, -3.3], [-0.4, 3.1, 1.6], [-2.9, -2.1, 2.5], [3.6, -0.2, 0.2], [1.6, -0.7, 0.7], [2.8, -0.7, 0.5], [1.6, -0.8, 0.7], [-0.1, -1.2, -0.6], [0.2, 0.5, 1.2], [0.1, 1.3, -0.8], [-0.2, 0.3, -0.7], [-0.2, -0.7, 0.5], [0.6, -1.7, 1.9], [0.3, -0.1, 0.0], [0.8, -0.7, 0.3], [1.7, 0.0, -1.0], [-0.1, -2.4, -1.1], [-0.2, -0.6, 0.6], [-0.4, 1.7, 2.2], [0.9, -0.2, -0.6], [-0.1, -1.4, 2.0], [0.7, -0.6, -1.0], [-1.0, -0.2, -1.5], [0.5, -1.8, 0.5], [1.6, -1.2, -0.5], [-1.2, 0.8, -1.2], [1.6, 1.7, 0.6], [-0.9, -0.6, -1.2], [-2.4, 1.3, 0.7], [-0.6, -0.8, 0.2], [-1.1, 1.0, 0.0]],
  "charge": 1,
  "homo_ha": [-0.2895, -0.4891],
  "s_squared": 2.01,
  "spin_multiplicity": 3,
  "homo_lumo_gap_ev": [5.51, 8.55]
}

Entry 3:
{
  "formula": "C8H21N3P",
  "method": "the ωB97M-V functional and the def2-TZVPD basis",
  "symbols": ["C", "C", "C", "C", "C", "C", "C", "C", "N", "N", "N", "P", "H", "H", "H", "H", "H", "H", "H", "H", "H", "H", "H", "H", "H", "H", "H", "H", "H", "H", "H", "H", "H"],
  "positions_angstrom": [[-2.41146, -0.50607, -0.16673], [-1.34196, -0.12900, 1.57102], [-1.63090, 0.75651, 0.41980], [-2.65467, 2.79185, -0.70712], [3.40527, -0.16252, 0.68265], [2.83164, -0.60668, -1.85581], [-2.30245, 2.11352, 0.63965], [2.77257, -1.08015, -0.37097], [0.80577, -2.43830, -0.08130], [1.38010, -1.24106, 0.15256], [-1.58213, -1.28055, 0.69966], [-0.01405, 0.89750, -0.66715], [-3.51559, -0.54114, -0.04887], [-2.29804, -0.61717, -1.25621], [-0.32304, -0.11398, 2.00957], [-2.06854, -0.25491, 2.45189], [-3.31481, 2.12604, -1.17174], [-1.73033, 2.73381, -1.44530], [-2.95262, 3.86685, -0.65021], [2.64594, 0.52014, 1.06623], [3.76906, -0.62688, 1.61694], [4.22900, 0.29753, 0.24697], [3.88482, -0.63259, -2.20231], [2.42599, 0.34300, -1.78554], [2.24123, -1.18687, -2.54182], [-3.22187, 1.98658, 1.13340], [-1.58240, 2.74055, 1.17818], [3.28411, -2.04173, -0.34831], [0.60927, -2.94177, 0.77250], [1.25457, -3.05676, -0.68284], [-2.01636, -2.17464, 1.16798], [-0.72401, -1.62319, 0.14115], [0.14588, 2.08206, 0.03206]],
  "forces_ev_per_angstrom": [[-1.8, 2.9, -2.4], [0.9, -0.8, 3.6], [-0.8, 0.4, -1.7], [3.3, 0.5, -0.6], [-1.0, -0.7, 0.6], [1.4, -1.2, 1.4], [1.5, 0.4, -1.7], [-0.7, -0.5, 0.2], [-1.2, 0.4, 0.6], [1.1, 0.3, 0.7], [0.2, -5.2, 0.7], [-1.3, -0.2, -0.1], [0.8, -0.1, 0.9], [0.4, -0.5, 0.4], [-0.5, 0.0, -0.3], [0.6, 0.8, -1.4], [-1.7, -0.4, -0.9], [-1.5, 0.4, 1.5], [-0.1, -1.2, 0.0], [0.2, 0.5, -0.5], [-0.2, -0.5, -0.7], [1.4, 1.4, -0.6], [-0.6, 0.3, 0.2], [-0.4, 2.2, -0.7], [-0.3, -0.5, -0.1], [-1.0, -0.1, 1.3], [-0.4, -0.1, 0.3], [-0.3, -0.4, 0.3], [-0.1, 0.0, 0.4], [1.1, -1.1, -1.7], [1.0, 2.1, -1.2], [-0.8, 0.2, 0.8], [0.9, 0.6, 0.3]],
  "charge": 1,
  "homo_ha": [-0.4399, -0.4159],
  "relative_energy_kcal_mol": 93.7,
  "homo_lumo_gap_ev": [8.02, 7.85]
}

Entry 4:
{
  "formula": "C8H21NOSSi",
  "method": "the ωB97M-V functional and the def2-TZVPD basis",
  "symbols": ["C", "C", "C", "C", "C", "C", "C", "C", "N", "O", "Si", "S", "H", "H", "H", "H", "H", "H", "H", "H", "H", "H", "H", "H", "H", "H", "H", "H", "H", "H", "H", "H", "H"],
  "positions_angstrom": [[0.17400, 0.06731, -2.97578], [-1.63148, -0.89427, -1.68473], [-2.18892, 0.45836, -3.65268], [1.60860, -1.27444, 0.99067], [1.94812, 1.72696, 2.17897], [1.29678, -0.91456, 4.07259], [-0.81821, 0.46438, 2.12069], [-1.20498, 0.40034, -2.40999], [-1.25262, 1.58456, -1.59634], [-0.25676, 3.37418, -0.07660], [1.01061, 0.04880, 2.35399], [0.02383, 2.01947, -0.58506], [0.61954, 0.83352, -3.77248], [0.79176, -0.10654, -2.18059], [0.28130, -0.84688, -3.42710], [-1.68594, -1.70538, -2.27639], [-2.62056, -0.69230, -1.14961], [-0.98223, -1.03017, -0.78838], [-3.17530, 0.16640, -3.19511], [-2.22690, 1.55551, -4.11636], [-1.87275, -0.24126, -4.29585], [2.01453, -2.06745, 1.44017], [0.74747, -1.69779, 0.45366], [2.28202, -0.78730, 0.23044], [2.48293, 1.78236, 1.13524], [1.33578, 2.51249, 2.20666], [2.63483, 1.90379, 3.09282], [1.07839, -0.30327, 4.80878], [0.50136, -1.77504, 4.01154], [2.34989, -1.17779, 4.09786], [-1.06624, 1.38707, 1.68533], [-1.61718, -0.34202, 1.81783], [-2.18599, 1.78597, -1.26636]],
  "forces_ev_per_angstrom": [[0.1, 4.1, -1.8], [-0.7, 4.0, 4.7], [-1.6, 4.9, 3.7], [-2.1, 4.3, -1.7], [3.7, -3.3, -0.2], [-0.9, -2.6, -5.5], [-0.6, -3.1, -0.6], [-0.4, -2.1, -2.6], [0.3, 0.2, 0.0], [-0.2, 0.1, 0.1], [0.2, -0.8, 0.2], [0.0, -0.2, -0.7], [-0.9, -1.3, 2.0], [2.3, 0.4, 2.2], [-0.8, -2.4, -1.5], [-0.1, -2.8, -2.0], [0.8, -0.4, -1.0], [0.0, -0.3, -0.8], [0.5, 0.6, -1.0], [0.0, -2.5, 0.9], [0.9, -2.4, -2.6], [2.1, -2.9, 1.8], [0.1, 0.4, 0.0], [-0.5, -0.6, 0.8], [-0.5, -0.2, 2.2], [-2.9, 3.1, 0.0], [-0.5, -0.5, -1.8], [-1.2, 2.9, 3.9], [1.9, 1.3, 0.3], [-0.1, -0.6, 0.1], [-0.4, 1.3, -0.1], [1.6, 1.4, 0.9], [0.0, 0.3, 0.3]],
  "homo_ha": [-0.2812, -0.3603],
  "s_squared": 2.01,
  "spin_multiplicity": 3,
  "homo_lumo_gap_ev": [8.34, 8.89]
}

Entry 5:
{
  "formula": "C8H22AsF6KN2O2",
  "method": "the ωB97M-V functional and the def2-TZVPD basis",
  "symbols": ["K", "As", "F", "F", "F", "F", "F", "F", "C", "C", "C", "O", "C", "N", "H", "H", "H", "H", "H", "H", "H", "H", "H", "H", "H", "C", "C", "C", "O", "C", "N", "H", "H", "H", "H", "H", "H", "H", "H", "H", "H", "H"],
  "positions_angstrom": [[2.06489, -0.47870, -0.60423], [1.63408, 3.25130, -2.56562], [2.81165, 2.01442, -3.26527], [0.29198, 2.24030, -3.07938], [0.55522, 4.43237, -1.71074], [3.09807, 4.27496, -2.21731], [1.55623, 4.22028, -4.10953], [1.76232, 2.23172, -1.06883], [-0.32608, -4.73971, 0.13687], [0.20892, -3.30141, 0.06691], [1.03823, -3.11600, 1.30688], [1.30235, -1.74881, 1.66479], [1.65151, -1.49629, 3.02813], [0.82455, -3.13110, -1.22408], [-1.03125, -4.93412, -0.67124], [-0.91143, -4.92173, 1.03817], [0.52562, -5.40749, 0.00737], [-0.70169, -2.73018, 0.24743], [1.91718, -3.75601, 1.22979], [0.37201, -3.40394, 2.12011], [2.46651, -2.19570, 3.21442], [0.76025, -1.76069, 3.59721], [2.01995, -0.47077, 3.00260], [1.49887, -3.88216, -1.26009], [0.27213, -3.33970, -2.04347], [0.06450, 1.93764, 1.75518], [-1.11145, 1.35668, 0.98052], [-1.65201, 2.37692, -0.03602], [-2.90768, 2.04714, -0.52816], [-3.45208, 2.81309, -1.57511], [-0.55839, 0.17974, 0.28221], [-0.26641, 2.79617, 2.33957], [0.91918, 2.26431, 1.16279], [0.42780, 1.23457, 2.50472], [-1.86759, 0.97424, 1.66616], [-0.93668, 2.26879, -0.85132], [-1.68955, 3.38777, 0.37003], [-4.29775, 2.35974, -2.09224], [-2.87384, 3.15751, -2.43250], [-3.84564, 3.75214, -1.18601], [-1.26206, -0.31258, -0.24937], [-0.35244, -0.44469, 1.04887]],
  "forces_ev_per_angstrom": [[0.1, 0.4, -0.5], [3.2, 1.8, -2.1], [-1.7, 1.3, 0.7], [0.1, 0.5, 0.6], [0.9, -1.8, -0.7], [-2.1, -1.5, 0.4], [-0.4, -1.7, 2.0], [-0.4, 0.8, -0.4], [-0.3, 0.0, 0.0], [-2.3, -1.3, 0.3], [-0.4, 0.8, 0.9], [0.3, 0.3, -2.0], [0.3, -1.3, -1.5], [1.6, 1.0, 0.0], [0.2, 0.1, -0.2], [0.4, -0.3, 0.2], [-0.2, -0.4, 0.3], [0.1, 0.8, -0.6], [0.4, 0.2, 0.4], [0.2, -0.9, 0.1], [0.1, 0.2, 0.8], [0.3, 0.6, 0.7], [-0.3, -0.1, 0.7], [0.7, 0.0, -0.2], [-0.8, 0.2, 0.3], [-0.3, 0.8, 0.8], [0.3, -0.5, -0.2], [1.0, -1.4, 1.3], [-0.5, 0.0, -1.1], [-1.3, 0.5, -1.2], [-0.4, 0.2, -0.1], [0.0, 0.2, 0.0], [-0.3, -0.1, -0.4], [-0.1, -0.2, -0.1], [-0.4, 0.7, 0.2], [0.4, 0.8, -0.9], [0.2, 0.5, -0.3], [-0.1, -0.8, 0.9], [1.6, -0.2, 0.5], [0.0, 0.3, 0.7], [-0.3, 0.0, -0.3], [0.5, -0.5, 0.0]],
  "charge": 1,
  "homo_ha": [-0.4895, -0.4895],
  "s_squared": 0.75,
  "spin_multiplicity": 2,
  "relative_energy_kcal_mol": 4.6,
  "homo_lumo_gap_ev": [10.43, 4.26]
}

Entry 6:
{
  "formula": "C8H22BBrCl2F4N2",
  "method": "the ωB97M-V functional and the def2-TZVPD basis",
  "symbols": ["N", "H", "H", "H", "H", "Br", "C", "C", "C", "N", "C", "C", "C", "C", "C", "H", "H", "H", "H", "H", "H", "H", "H", "H", "H", "H", "H", "H", "H", "H", "H", "H", "H", "Cl", "Cl", "B", "F", "F", "F", "F"],
  "positions_angstrom": [[-6.95975, -4.95547, -8.40069], [-6.04244, -5.01565, -7.98235], [-6.85904, -4.35113, -9.20364], [-7.65549, -4.54417, -7.79497], [-7.32421, -5.86563, -8.64331], [-6.98601, -3.08123, -11.25701], [-2.05913, 0.14797, -8.88915], [-3.42390, 0.55323, -8.47004], [-4.21562, -0.54184, -7.87373], [-5.77767, -0.25111, -7.71238], [-6.45457, 0.28741, -9.00858], [-6.11910, 0.72991, -6.54694], [-7.22945, 0.10630, -5.64449], [-7.66771, -1.16725, -6.35665], [-6.46235, -1.56760, -7.23778], [-1.51321, 0.13653, -7.94578], [-1.64361, 0.82853, -9.63231], [-1.92389, -0.86803, -9.26003], [-3.83455, 0.76147, -9.45802], [-3.52859, 1.47007, -7.88991], [-3.81680, -0.86651, -6.91267], [-4.13790, -1.36131, -8.58825], [-6.10438, 1.31888, -9.04776], [-7.51443, 0.31529, -8.75558], [-6.07369, -0.30244, -9.84232], [-6.25184, 1.72358, -6.97483], [-5.22248, 0.80656, -5.93187], [-7.98730, 0.88285, -5.54099], [-6.88218, -0.08525, -4.62920], [-8.53041, -0.98867, -6.99848], [-7.81595, -2.07832, -5.77693], [-6.79938, -2.11816, -8.11607], [-5.74515, -2.17532, -6.68607], [-4.09776, -4.65511, -7.12239], [-9.61258, -4.53644, -6.81309], [-7.10630, -8.19578, -8.53592], [-7.74854, -9.43082, -8.69592], [-7.85858, -7.23425, -9.17998], [-7.22308, -7.90595, -7.22753], [-5.81974, -8.16985, -8.93445]],
  "forces_ev_per_angstrom": [[0.3, 0.9, -0.1], [0.8, -0.2, 0.7], [-0.1, 0.1, -0.9], [-0.7, 0.2, 0.8], [-0.2, -0.7, -0.5], [0.2, 0.6, 0.1], [1.7, -0.3, 1.5], [-1.8, 1.0, -1.9], [-1.6, -0.6, -0.3], [0.1, -0.2, 0.8], [1.5, 0.0, 2.0], [1.4, -0.9, 0.2], [0.1, 0.7, -0.5], [0.9, -0.3, -1.1], [-0.5, 0.5, -0.4], [1.0, 0.2, -0.3], [0.2, 0.1, 0.3], [-0.7, 0.0, -0.2], [-0.9, 0.4, 0.1], [0.6, 0.2, 0.1], [-0.4, -0.1, 0.1], [-0.4, -0.5, 0.4], [0.0, 0.0, -0.4], [0.0, -0.5, -0.7], [-0.8, -0.2, -0.1], [-0.5, -0.2, 0.0], [0.2, 0.0, -0.2], [-0.4, -0.3, 0.0], [0.4, 0.0, -0.2], [-0.1, -0.2, 0.2], [-0.6, 0.4, 0.4], [0.3, 0.0, -0.1], [0.3, 0.1, -0.1], [0.2, 0.6, 0.2], [0.0, 0.6, 0.2], [-1.3, -1.0, 0.6], [0.1, -1.1, -0.9], [-1.0, 0.8, -1.9], [0.4, 0.6, 2.9], [1.7, -0.3, -0.9]],
  "charge": -2,
  "homo_ha": -0.0812,
  "relative_energy_kcal_mol": 35.1,
  "homo_lumo_gap_ev": 5.66
}